Record 1
C38H57IP2SiSn | ωB97M-V with the def2-TZVPD basis set

Each line ends with the Mulliken charge.
Atoms and positions in Å:
Sn: -1.969 0.340 -0.469  0.191
C: -0.910 -4.327 -0.855  -1.602
Si: -0.961 -2.579 -0.150  0.910
C: 0.744 -1.841 -0.574  1.190
C: 1.736 -2.560 0.102  -1.200
C: 3.084 -2.304 -0.116  -0.993
C: 3.469 -1.327 -1.021  -1.021
C: 2.502 -0.605 -1.706  -0.059
C: 1.152 -0.852 -1.482  0.429
P: -0.149 0.042 -2.357  -0.695
C: -0.407 -0.799 -3.969  0.470
C: 0.778 -0.607 -4.929  -0.538
C: 0.476 -1.272 -6.271  -0.951
C: 0.161 -2.754 -6.100  -0.724
C: -0.983 -2.962 -5.114  -1.108
C: -0.684 -2.287 -3.777  -0.020
C: 0.322 1.772 -2.707  0.774
C: -0.798 2.472 -3.483  -1.173
C: -0.319 3.855 -3.948  -0.806
C: 0.553 4.560 -2.890  -1.012
C: 0.259 4.016 -1.498  -1.155
C: 0.668 2.541 -1.415  1.019
C: -1.335 -2.699 1.694  0.767
C: -1.572 -3.979 2.203  -0.663
C: -1.764 -4.196 3.558  -0.948
C: -1.709 -3.134 4.442  -1.368
C: -1.460 -1.855 3.968  -0.808
C: -1.280 -1.624 2.606  0.319
P: -0.826 0.016 1.988  -0.212
C: 0.963 0.148 2.451  0.870
C: 1.752 1.158 1.619  0.941
C: 3.248 1.065 1.920  -0.882
C: 3.535 1.203 3.410  -0.867
C: 2.779 0.135 4.192  -0.971
C: 1.274 0.241 3.948  -0.532
C: -2.049 1.272 2.631  1.068
C: -1.581 2.705 2.310  -0.453
C: -0.749 3.339 3.422  0.038
C: -1.453 3.265 4.774  -1.334
C: -1.829 1.829 5.133  -0.200
C: -2.676 1.212 4.030  -1.546
H: 0.023 -4.782 -0.505  0.401
H: -0.878 -4.354 -1.941  0.430
H: -1.740 -4.949 -0.522  0.536
H: 1.469 -3.334 0.819  0.490
H: 3.833 -2.871 0.424  0.472
H: 4.519 -1.126 -1.192  0.475
H: 2.808 0.160 -2.411  0.538
H: -1.290 -0.317 -4.404  0.897
H: 1.671 -1.065 -4.487  0.282
H: 0.997 0.452 -5.086  0.263
H: 1.323 -1.134 -6.944  0.424
H: -0.376 -0.764 -6.736  0.377
H: 1.053 -3.277 -5.734  0.350
H: -0.085 -3.203 -7.062  0.439
H: -1.162 -4.028 -4.954  0.408
H: -1.911 -2.549 -5.525  0.372
H: 0.201 -2.751 -3.323  0.296
H: -1.522 -2.430 -3.090  -0.556
H: 1.204 1.743 -3.354  1.088
H: -1.675 2.570 -2.835  0.368
H: -1.118 1.887 -4.348  0.320
H: -1.193 4.461 -4.188  0.438
H: 0.240 3.744 -4.879  0.313
H: 0.389 5.636 -2.925  0.447
H: 1.615 4.411 -3.111  0.354
H: -0.808 4.125 -1.279  0.414
H: 0.788 4.580 -0.729  0.640
H: 0.188 2.084 -0.538  -1.618
H: 1.742 2.460 -1.228  0.247
H: -1.610 -4.837 1.541  0.384
H: -1.948 -5.200 3.922  0.471
H: -1.851 -3.296 5.503  0.487
H: -1.392 -1.040 4.675  0.539
H: 1.297 -0.849 2.124  0.293
H: 1.400 2.179 1.812  0.384
H: 1.586 0.955 0.563  -1.470
H: 3.783 1.824 1.345  0.433
H: 3.617 0.093 1.574  0.170
H: 3.229 2.196 3.757  0.362
H: 4.607 1.126 3.597  0.458
H: 2.975 0.225 5.261  0.467
H: 3.130 -0.860 3.893  0.339
H: 0.922 1.195 4.344  0.245
H: 0.754 -0.548 4.497  0.170
H: -2.883 1.053 1.953  0.577
H: -2.483 3.308 2.162  0.643
H: -1.035 2.743 1.357  -0.612
H: -0.543 4.379 3.160  0.565
H: 0.226 2.849 3.491  -0.203
H: -2.366 3.870 4.740  0.410
H: -0.821 3.703 5.548  0.463
H: -2.392 1.811 6.068  0.421
H: -0.930 1.231 5.309  0.089
H: -3.599 1.798 3.950  0.533
H: -3.003 0.202 4.270  0.467
I: -3.964 -1.305 -2.400  0.180
C: -2.819 -1.912 -0.704  -1.600
H: -2.721 -2.966 -0.971  0.329
H: -3.466 -1.926 0.172  0.958

Computed properties:
charge = +2
E_HOMO = -13.759 eV

***

Record 2
C38H57N6O9PSSiY | ωB97M-V with the def2-TZVPD basis set

Each line ends with the Mulliken charge.
Atoms and positions in Å:
Y: -0.599 -0.181 -0.573  -1.502
C: 1.582 -3.141 -3.847  -0.337
O: 0.404 -3.921 -3.725  -0.535
C: 0.154 -4.333 -2.428  -0.262
C: 0.351 -5.655 -2.111  -0.385
C: 0.007 -6.151 -0.850  -0.895
C: -0.569 -5.289 0.055  -0.770
C: -0.769 -3.935 -0.237  0.985
C: -1.566 -3.159 0.690  -1.490
N: -1.796 -1.911 0.558  1.323
N: -2.764 -1.365 1.403  -0.982
C: -3.268 -0.300 0.831  -0.178
O: -2.940 0.149 -0.327  0.157
C: -4.318 0.440 1.597  0.383
C: -4.721 0.038 2.867  -0.521
C: -5.712 0.738 3.539  -0.632
C: -6.313 1.844 2.948  -0.466
C: -5.905 2.254 1.687  -0.939
C: -4.907 1.559 1.020  0.588
C: -0.356 -3.389 -1.487  0.267
O: -0.479 -2.144 -1.807  0.928
H: 1.569 -2.714 -4.850  0.210
H: 1.613 -2.346 -3.102  -0.202
H: 2.475 -3.769 -3.740  0.277
H: 0.762 -6.304 -2.877  0.460
H: 0.166 -7.193 -0.606  0.377
H: -0.894 -5.656 1.023  0.390
H: -2.087 -3.696 1.486  0.259
H: -4.244 -0.825 3.311  0.443
H: -6.016 0.423 4.530  0.384
H: -7.085 2.390 3.476  0.366
H: -6.353 3.130 1.232  0.392
H: -4.548 1.881 0.051  0.151
C: 6.608 1.467 3.883  -0.842
C: 5.786 0.269 4.329  -0.390
O: 4.392 0.508 4.209  -0.358
P: 3.690 0.109 2.747  -0.359
O: 3.910 1.464 1.897  -0.046
C: 3.343 2.727 2.295  0.370
C: 3.903 3.790 1.378  -1.333
O: 2.166 0.322 3.222  0.069
C: 1.482 -0.782 3.838  -0.488
C: -0.002 -0.496 3.887  -0.645
H: 7.674 1.267 4.013  0.424
H: 6.345 2.348 4.471  0.253
H: 6.417 1.690 2.833  0.078
H: 5.976 0.049 5.382  0.298
H: 6.068 -0.618 3.749  0.346
H: 3.606 2.918 3.339  0.363
H: 2.260 2.664 2.198  -0.035
H: 4.996 3.767 1.380  0.363
H: 3.581 4.778 1.715  0.425
H: 3.549 3.635 0.359  0.161
H: 1.881 -0.900 4.850  0.344
H: 1.677 -1.690 3.264  0.289
H: -0.204 0.403 4.472  0.146
H: -0.513 -1.342 4.351  0.429
H: -0.433 -0.354 2.896  -0.093
C: 4.434 1.113 -1.456  -1.021
N: 3.679 0.699 -2.624  0.412
C: 4.149 -0.068 -3.672  -0.247
C: 3.106 -0.326 -4.486  -0.846
N: 2.008 0.288 -3.917  0.233
C: 2.353 0.912 -2.765  -0.195
S: 1.347 1.796 -1.749  -0.366
H: 5.495 1.074 -1.697  0.259
H: 4.206 0.449 -0.623  0.311
H: 4.142 2.121 -1.175  0.313
H: 5.179 -0.366 -3.741  0.445
H: 3.052 -0.890 -5.398  0.512
H: 1.044 0.218 -4.199  0.255
C: -2.772 -1.607 -3.791  -1.031
N: -3.354 -0.293 -3.569  0.261
C: -4.799 -0.215 -3.700  -0.872
C: -5.363 0.835 -2.767  -0.173
C: -4.594 2.125 -2.964  -0.931
N: -3.177 1.890 -2.772  0.279
C: -2.405 2.962 -2.168  -0.835
C: -2.612 0.681 -2.982  0.605
O: -1.416 0.473 -2.679  -0.427
H: -3.086 -2.309 -3.013  0.380
H: -1.690 -1.559 -3.752  0.029
H: -3.103 -1.979 -4.764  0.487
H: -5.207 -1.196 -3.442  0.458
H: -5.079 -0.010 -4.741  0.290
H: -5.236 0.501 -1.735  -0.076
H: -6.425 0.989 -2.962  0.466
H: -4.907 2.873 -2.233  0.484
H: -4.786 2.542 -3.962  0.373
H: -2.722 3.134 -1.136  0.158
H: -2.533 3.876 -2.755  0.402
H: -1.352 2.697 -2.152  0.088
C: -3.213 4.194 3.159  -0.734
Si: -1.361 3.985 2.945  -0.346
C: -0.629 5.654 2.482  -0.920
C: -0.621 3.445 4.586  -0.797
C: -0.995 2.751 1.673  -0.312
C: -0.744 1.914 0.809  0.927
H: -3.447 4.926 3.937  0.385
H: -3.675 3.242 3.429  0.026
H: -3.674 4.526 2.226  0.235
H: -0.900 6.420 3.213  0.303
H: -0.986 5.973 1.501  0.296
H: 0.461 5.598 2.438  0.185
H: -0.634 4.250 5.326  0.361
H: 0.413 3.120 4.445  0.111
H: -1.180 2.599 4.992  0.251
C: 3.547 -2.475 -0.667  -1.051
O: 2.579 -1.451 -0.873  0.839
C: 1.542 -1.389 0.094  0.883
O: 1.626 -2.189 1.010  -0.799
H: 4.209 -2.454 -1.535  0.283
H: 3.073 -3.456 -0.585  0.211
H: 4.122 -2.298 0.245  0.166

Computed properties:
charge = -1
energy above the lowest of the compared OMol25 structures with the same formula, charge and spin = 0.170 eV
E_HOMO = -4.486 eV

***

LUMO level, record by record: -5.82, 2.40 eV
Electronic energy, record by record: -2965.9129, -3555.5429 a.u.